one:
Below is a molecular structure, C3H8S, with properties calculated with wB97M-V/def2-TZVPD.

Summary:
**Orbital gap**: 9.69 eV
**LUMO level**: 0.96 eV

Last column: natural (NBO) charge in e.
Atoms and positions in Å:
C1 -1.54232 0.02608 -0.34599  -0.680
C2 -0.58616 -0.75908 0.48258  -0.443
C3 1.98280 0.59209 0.03282  -0.711
H1 -2.01272 1.29522 -0.59360  0.250
H2 -2.63402 -0.46842 -0.03912  0.209
H3 -1.43101 -0.65008 -1.21720  0.224
H4 -1.09586 -1.70012 0.57056  0.226
H5 -0.27371 -0.01035 1.38069  0.217
H6 2.11839 0.63943 1.09085  0.218
H7 1.39674 1.42985 -0.48199  0.223
H8 2.81227 0.83675 -0.62979  0.232
S1 1.26559 -1.23139 -0.24980  0.036

---

two:
Below is 2 unconnected molecules or ions with the total composition C3H8S, with properties calculated with wB97M-V/def2-TZVPD.

Summary:
**Orbital gap**: 9.96 eV
**SMILES string**: C=C.CS
**LUMO level**: 0.95 eV

Last column: natural (NBO) charge in e.
Atoms and positions in Å:
C1 -0.43988 0.31201 -1.56633  -0.725
S1 0.96774 -0.84096 -1.77645  -0.070
H1 -1.15346 -0.29496 -1.02248  0.230
H2 -0.70075 0.81635 -2.48517  0.232
H3 -0.05320 1.08472 -0.90664  0.210
H4 1.20256 -0.61553 -3.07819  0.124
C2 0.63559 -0.35755 1.70844  -0.386
C3 -0.53993 0.22563 1.90765  -0.389
H5 0.95443 -1.20843 2.29424  0.202
H6 1.17077 -0.14738 0.78937  0.192
H7 -1.00138 0.10565 2.88510  0.190
H8 -1.04248 0.92045 1.25046  0.191

---

two is favored, and the nearest alternative lies 54.8 kcal/mol above it.

---

one:
Below is C3H5NO4 in the gas phase, with properties calculated with wB97M-V/def2-TZVPD.

Summary:
**Orbital gap**: 9.94 eV
**SMILES string**: O=[N+]([O-])C1(O)COC1
**LUMO level**: -0.44 eV

Last column: natural (NBO) charge in e.
Atoms and positions in Å:
C1 0.21885 -1.23703 0.42617  -0.064
C2 1.32394 0.43256 -0.12994  -0.086
C3 -0.18458 0.25254 0.24479  0.262
N1 -1.09851 0.39554 -0.88261  0.524
O1 -0.67193 0.39949 -2.03130  -0.356
O2 -2.21308 0.64492 -0.56963  -0.365
O3 1.51810 -0.96611 -0.04241  -0.526
O4 -0.83380 0.74641 1.36584  -0.675
H1 0.21541 -1.55560 1.56637  0.197
H2 -0.18259 -1.93552 -0.23175  0.192
H3 1.50781 0.80560 -1.16415  0.210
H4 2.02953 0.90571 0.54251  0.202
H5 -1.62915 1.11150 0.90612  0.485

---

two:
Below is 2 unconnected molecules or ions with the total composition C3H5NO4, with properties calculated with wB97M-V/def2-TZVPD.

Summary:
**Orbital gap**: 9.63 eV
**LUMO level**: -1.20 eV

Last column: natural (NBO) charge in e.
Atoms and positions in Å:
C1 0.15293 -0.59967 -0.13266  -0.188
C2 -0.96660 0.06333 -0.14746  0.342
C3 1.46505 0.00026 0.21328  -0.093
N1 -2.33512 -0.30580 -0.08652  0.463
O1 -2.50262 -1.50108 0.01615  -0.337
O2 -3.12547 0.63412 -0.06961  -0.336
O3 -0.48833 2.00214 -0.24549  -0.749
O4 2.49406 -0.96525 0.18254  -0.755
H1 0.10690 -1.68174 -0.10437  0.263
H2 1.57155 0.48480 1.14611  0.222
H3 1.58878 0.75595 -0.63646  0.215
H4 -1.08486 2.20453 0.44508  0.455
H5 3.12374 -1.09159 -0.58059  0.497

---

one is favored, and the nearest alternative lies 58.4 kcal/mol above it.

---

one:
Below is a molecular structure, C3H5NO4, with properties calculated with wB97M-V/def2-TZVPD.

Summary:
**Orbital gap**: 8.29 eV
**LUMO level**: 0.66 eV

Last column: natural (NBO) charge in e.
Atoms and positions in Å:
C1 -1.04081 0.17330 0.00236  0.715
C2 0.15154 -0.76189 -0.04713  0.022
C3 0.95181 0.30909 0.02425  0.422
N1 2.27302 0.64604 -0.04969  -0.819
O1 -1.85879 0.29856 -1.09510  -0.707
O2 -1.80089 0.07250 1.12077  -0.686
O3 0.29607 -2.11844 -0.12882  -0.674
O4 -0.06408 1.27447 0.06359  -0.532
H1 -1.33056 0.40672 -1.89403  0.492
H2 -2.50123 0.73798 1.08194  0.485
H3 -0.44436 -2.53064 0.33124  0.487
H4 2.47084 1.56728 0.31157  0.396
H5 2.89746 -0.07496 0.27903  0.397

---

two:
Below is C3H5NO4 in the gas phase, with properties calculated with wB97M-V/def2-TZVPD.

Summary:
**Orbital gap**: 10.44 eV
**SMILES string**: CO/C(=N\O)OC=O
**LUMO level**: 0.69 eV

Last column: natural (NBO) charge in e.
Atoms and positions in Å:
C1 -1.11520 -0.48846 1.01581  -0.289
C2 0.28940 0.79191 -0.14728  0.740
C3 0.07213 0.05370 -2.38619  0.631
H1 -1.04045 -0.30692 2.10210  0.193
H2 -0.37023 -1.47138 0.63493  0.228
H3 -2.27228 -0.85365 1.00680  0.194
H4 0.50469 0.09838 -3.48153  0.182
H5 2.23105 0.53549 2.04763  0.493
N1 1.36315 0.66543 0.41157  -0.219
O1 -0.92003 0.76693 0.41132  -0.505
O2 0.41613 1.01350 -1.48554  -0.506
O3 -0.37621 -0.96378 -1.86430  -0.575
O4 1.21785 0.15884 1.73468  -0.567

---

one is favored, and the nearest alternative lies 74.3 kcal/mol above it.